[1]
Computed, not measured: C31H49ClLaO2P2 as an isolated structure, with ωB97M-V/def2-TZVPD.

As for the net charge: +1. The value obtained for the HOMO energy is -10.47 eV. The LUMO energy is -2.65 eV. Its multiplicity is 1.

CARTESIAN COORDINATES (ANGSTROEM)
1 La -0.0230 0.0097 0.0198
2 C 1.0338 -1.4105 2.1650
3 C 1.8224 -1.8020 1.0445
4 C 2.2683 0.4213 1.4553
5 C 1.3314 -0.0425 2.4351
6 C 2.5919 -0.6799 0.6004
7 C 0.0953 -2.2753 2.9431
8 H -0.3433 -3.0700 2.3191
9 H -0.7421 -1.6876 3.3588
10 H 0.5930 -2.7794 3.7906
11 C 0.8708 0.7389 3.6149
12 H 0.1366 0.1740 4.2090
13 H 0.3857 1.6715 3.2985
14 H 1.7004 1.0203 4.2802
15 C 2.8747 1.7817 1.3997
16 H 3.8487 1.8249 1.9156
17 H 2.2236 2.5260 1.8791
18 H 3.0447 2.1199 0.3662
19 C 3.5861 -0.6721 -0.5148
20 H 4.5850 -1.0113 -0.1822
21 H 3.7136 0.3424 -0.9227
22 H 3.2831 -1.3353 -1.3417
23 C 1.8593 -3.1803 0.4972
24 H 2.4151 -3.9123 1.1136
25 H 2.3013 -3.2046 -0.5008
26 H 0.8462 -3.5931 0.3924
27 C -1.4181 -2.0093 -2.1744
28 C -0.9811 -2.9285 -1.2890
29 C -0.5691 -4.3183 -1.7017
30 C 0.7839 -4.5048 -2.4547
31 C 1.5185 -3.2503 -2.8341
32 C 1.0399 -2.3536 -3.7007
33 C -0.2470 -2.5543 -4.4527
34 C -1.5498 -2.3183 -3.6434
35 H -1.3437 -4.7809 -2.3338
36 H 0.5702 -5.1294 -3.3421
37 H -0.5015 -4.9349 -0.7916
38 H -2.1725 -3.2169 -3.7934
39 H -1.9037 -1.0740 -1.8417
40 H -1.1096 -2.7847 -0.2018
41 H -2.0775 -1.4762 -4.1157
42 H -0.2506 -1.8563 -5.3060
43 H 1.6108 -1.4662 -3.9766
44 H -0.3054 -3.5679 -4.8852
45 H 1.4547 -5.1004 -1.8145
46 H 2.5384 -3.1589 -2.4471
47 P -2.9158 -0.1508 1.0184
48 C -3.2521 0.5995 2.6679
49 H -4.3472 0.6491 2.8109
50 H -2.8329 1.6182 2.7211
51 H -2.7945 -0.0223 3.4528
52 C -4.0680 0.8818 0.0246
53 H -5.0078 0.9874 0.5942
54 H -4.2649 0.3744 -0.9337
55 H -3.6209 1.8712 -0.1661
56 C -3.9354 -1.6522 1.1445
57 H -4.0745 -2.0877 0.1518
58 H -4.9141 -1.3928 1.5706
59 H -3.4437 -2.3904 1.7856
60 P 0.5750 1.7199 -2.4290
61 C 2.1347 1.4440 -3.3509
62 H 2.0265 1.8349 -4.3745
63 H 2.3502 0.3675 -3.3947
64 H 2.9677 1.9556 -2.8505
65 C -0.5792 1.5830 -3.8503
66 H -0.3986 0.6408 -4.3837
67 H -0.4010 2.4316 -4.5315
68 H -1.6230 1.6055 -3.5063
69 C 0.6205 3.5569 -2.2905
70 H 0.8547 4.0112 -3.2704
71 H 1.3893 3.8451 -1.5582
72 H -0.3502 3.9164 -1.9218
73 Cl -0.6115 7.4857 5.0127
74 C -0.7128 6.2394 3.8443
75 C -0.7433 6.5744 2.4801
76 C -0.8684 5.5588 1.5311
77 C -0.9232 4.2149 1.9289
78 C -0.9327 3.8968 3.2906
79 C -0.8002 4.9016 4.2523
80 C -1.0989 3.1845 0.8630
81 O -1.8568 3.4374 -0.0802
82 O -0.4384 2.0361 0.9828
83 H -0.6750 7.6114 2.1711
84 H -0.9623 5.7966 0.4703
85 H -1.1020 2.8738 3.6210
86 H -0.7776 4.6709 5.3137

Atom charges from the Mulliken analysis, given in e for atoms 1 to 5:
1. La 1.109
2. C -0.255
3. C 0.915
4. C 0.248
5. C 0.915

---

[2]
Computed, not measured: a 2-piece molecular cluster, C3H11N3O overall, with ωB97M-V/def2-TZVPD.

As for the net charge: 0. The value obtained for the HOMO energy is -8.79 eV. The energy relative to the best compared isomer or geometry (same formula, charge and spin) is 119.0 kJ/mol. The LUMO energy is 0.59 eV. The SMILES is [H]/N=C(\N)NCC.O. Its multiplicity is 1.

CARTESIAN COORDINATES (ANGSTROEM)
1 C -0.5553 -0.9224 1.9840
2 C -0.3007 0.3926 1.1974
3 N 0.8576 0.2017 0.3521
4 C 1.2575 1.0820 -0.6695
5 N 0.2490 1.4381 -1.5295
6 N 2.4983 1.3418 -0.8209
7 H 0.3949 -1.2413 2.4293
8 H -1.3939 -0.7755 2.6540
9 H -0.7777 -1.6057 1.1732
10 H -0.1483 1.2745 1.8392
11 H -1.2041 0.5701 0.5911
12 H 1.4169 -0.6301 0.3572
13 H -0.6967 1.3905 -1.1863
14 H 0.3027 1.9735 -2.3753
15 H 2.7305 1.6453 -1.7696
16 H -0.8474 -1.9262 -1.7430
17 H -2.3257 -1.9791 -1.4127
18 O -1.4577 -2.2297 -1.0707

Atom charges from the Mulliken analysis, given in e for atoms 1 to 5:
1. C -1.188
2. C -0.288
3. N -0.182
4. C 0.389
5. N -0.345

---

[3]
Computed, not measured: C15H18N2O in the gas phase, with ωB97M-V/def2-TZVPD.

As for the net charge: 0. The value obtained for the HOMO energy is -8.54 eV. The energy relative to the best compared isomer or geometry (same formula, charge and spin) is 1201.2 kJ/mol. The LUMO energy is 0.60 eV. The SMILES is CCOc1cccc(CNCc2ccncc2)c1. Its multiplicity is 1.

CARTESIAN COORDINATES (ANGSTROEM)
1 C -6.6206 -1.0322 0.0716
2 C -5.4320 0.0206 -0.0846
3 O -4.1847 -0.5200 0.1049
4 C -3.1497 0.1012 0.0832
5 C -3.1230 1.3279 -0.2593
6 C -1.9747 2.0593 -0.0573
7 C -0.8401 1.3168 0.2686
8 C -0.8185 0.0930 0.2028
9 C -2.0734 -0.5469 0.2289
10 H -2.0497 -1.6820 0.4857
11 C 0.4148 -0.5099 0.5257
12 N 0.9043 -0.9617 -0.9046
13 H 0.3494 -1.8012 -1.4163
14 C 2.3038 -1.6587 -0.6944
15 C 3.3657 -0.8054 -0.4663
16 C 4.3524 -1.2027 0.6163
17 C 5.4356 -0.3997 0.8536
18 N 5.3519 0.9527 0.4369
19 C 4.4944 1.4771 -0.4960
20 C 3.3369 0.5660 -0.6936
21 H 2.5164 0.8444 -1.5408
22 H 4.2997 2.4920 -0.6186
23 H 6.2261 -0.3815 1.4999
24 H 4.4132 -2.1235 1.0617
25 H 2.2702 -2.4296 -0.2706
26 H 2.5936 -2.1146 -1.7394
27 H 1.2335 -0.2784 1.0119
28 H 0.3234 -1.4405 1.0981
29 H 0.1220 1.9154 0.2087
30 H -1.8506 3.1739 -0.2067
31 H -4.0339 2.1924 -0.3233
32 H -5.7851 0.7687 0.5647
33 H -5.5636 0.5585 -1.0454
34 H -7.6674 -0.7045 -0.1916
35 H -6.6880 -1.5832 0.9630
36 H -6.4601 -1.5827 -0.7404

Atom charges from the Mulliken analysis, given in e for atoms 1 to 5:
1. C -1.503
2. C -0.495
3. O -0.339
4. C 1.038
5. C -0.119

---

[4]
Computed, not measured: C27H50AgFN2O16PbS as an isolated structure, with ωB97M-V/def2-TZVPD.

As for the net charge: +2. The value obtained for the HOMO energy (spin up / spin down) is -10.37 / -12.63 eV. The LUMO energy (spin up / spin down) is -6.40 / -10.34 eV. Its multiplicity is 3.

CARTESIAN COORDINATES (ANGSTROEM)
1 Pb 0.2901 1.2533 4.6153
2 Ag -2.5423 2.9061 2.9072
3 C -2.0524 3.5501 -1.9385
4 C -2.7731 2.1444 -1.9393
5 C -2.6510 1.5670 -3.3915
6 O -1.2859 1.3565 -3.7657
7 C -1.1376 1.0577 -5.1445
8 N -2.2512 1.1668 -0.8901
9 H -2.5183 0.2741 -1.2798
10 H -1.2476 1.1122 -0.7902
11 H -2.7058 1.4263 -0.0263
12 H -2.5704 4.3018 -2.5341
13 H -0.9954 3.4309 -2.1764
14 H -2.1468 3.9312 -0.9216
15 H -3.8078 2.3077 -1.6377
16 H -3.0743 2.2840 -4.0949
17 H -3.2306 0.6727 -3.6205
18 H -1.7338 0.1739 -5.3717
19 H -0.1312 0.7057 -5.3714
20 H -1.3121 1.8516 -5.8707
21 C -4.9372 -1.7856 2.4916
22 C -3.5306 -2.2180 2.6702
23 C -3.2399 -3.6457 2.2284
24 O -1.8902 -3.9075 2.5355
25 C -1.4267 -5.1795 2.1369
26 N -2.6957 -1.1558 1.8301
27 H -3.0478 -0.2247 2.0010
28 H -1.6992 -1.1366 1.9935
29 H -2.8908 -1.2977 0.8493
30 H -5.2873 -1.8503 1.4614
31 H -5.1119 -0.7705 2.8483
32 H -5.5704 -2.3928 3.1384
33 H -3.2213 -2.1523 3.7133
34 H -3.4673 -3.8377 1.1798
35 H -3.7904 -4.2694 2.9326
36 H -1.9403 -5.9529 2.7081
37 H -0.4003 -5.4188 2.4148
38 H -1.6051 -5.4088 1.0864
39 C -0.1512 4.8759 4.5193
40 O -0.7814 3.6860 4.2350
41 H -0.8072 5.5932 5.0124
42 H 0.6377 4.6373 5.2325
43 H 0.1978 5.3661 3.6105
44 S 0.0400 1.0167 1.6543
45 O 1.2211 1.6058 2.1895
46 O -1.0280 1.9757 1.7872
47 O 0.2385 0.6000 0.2550
48 O -0.3549 -0.0254 2.5945
49 C -0.4308 -1.8715 -3.2929
50 C -0.2450 -2.6940 -1.9617
51 C -1.3567 -3.7050 -1.6887
52 O -0.7535 -5.0167 -1.7487
53 C 0.5048 -4.9198 -2.0563
54 O 1.2837 -5.8107 -2.3652
55 O 0.8038 -3.6697 -2.0860
56 H 0.2995 -1.0663 -3.3732
57 H -1.3810 -1.3585 -3.4417
58 H -0.3916 -2.4160 -4.2363
59 H -0.0965 -1.9449 -1.1840
60 H -2.0801 -3.6593 -2.5027
61 H -1.8832 -3.5610 -0.7452
62 C 3.2958 -1.3610 1.7053
63 C 2.3188 -2.3534 2.2829
64 C 1.2455 -2.8199 1.3017
65 O 1.7928 -4.0440 0.9843
66 C 2.5336 -4.5035 1.9677
67 O 2.8530 -5.6575 2.1501
68 O 3.0239 -3.4694 2.6474
69 H 2.8761 -0.3751 1.5054
70 H 3.6811 -1.8742 0.8243
71 H 4.0882 -1.3295 2.4531
72 H 1.7167 -1.8294 3.0251
73 H 1.0963 -2.0851 0.5105
74 H 0.3578 -3.0366 1.8960
75 C 1.1044 4.1004 -0.2384
76 C 1.2859 4.4721 1.2173
77 C 2.6817 4.3098 1.8360
78 O 3.1024 5.5623 2.2922
79 C 2.1872 6.4600 1.9408
80 O 2.2777 7.6656 2.0853
81 O 1.2364 5.8991 1.2509
82 H 2.0675 4.3629 -0.6762
83 H 0.3360 4.6682 -0.7630
84 H 0.8373 3.0512 -0.3648
85 H 0.5240 3.9494 1.7956
86 H 3.3600 4.0052 1.0389
87 H 2.6625 3.5706 2.6367
88 F 4.6878 -1.6926 -4.8438
89 C 4.3366 -0.8220 -3.8455
90 C 5.1264 0.3249 -3.6444
91 C 4.6763 1.1834 -2.6631
92 C 3.5043 0.9042 -1.9187
93 C 2.7973 -0.2422 -2.0913
94 C 3.2560 -1.1597 -3.0434
95 H 6.0209 0.4915 -4.2262
96 H 5.2792 2.0780 -2.6118
97 H 3.2043 1.6501 -1.1976
98 H 1.9017 -0.4187 -1.5140
99 H 2.8109 -2.1426 -3.0903

Atom charges from the Mulliken analysis, given in e for atoms 1 to 5:
1. Pb 0.651
2. Ag 0.437
3. C -1.372
4. C -0.106
5. C -0.957

---

[5]
Computed, not measured: an isolated ion of composition C6H11N2O and charge +1, with ωB97M-V/def2-TZVPD.

As for the net charge: +1. The value obtained for the HOMO energy (spin up / spin down) is -11.42 / -11.42 eV. The energy relative to the best compared isomer or geometry (same formula, charge and spin) is 507.0 kJ/mol. The LUMO energy (spin up / spin down) is -4.40 / -4.40 eV. Its multiplicity is 1.

CARTESIAN COORDINATES (ANGSTROEM)
1 C -0.2186 0.0212 -1.6305
2 C 0.3600 1.3505 1.3078
3 C -0.1903 -0.0045 1.5725
4 C 0.8221 1.6298 -0.1504
5 C 1.0895 -1.4739 -0.2628
6 C -0.9883 -0.0562 -2.9234
7 N 0.2030 1.1065 -1.1546
8 N 0.6811 -1.2240 1.2543
9 O 0.1994 -1.1615 -1.1981
10 H -0.4895 2.0939 1.3803
11 H 1.1003 1.6324 1.9649
12 H -0.4953 -0.0518 2.6418
13 H -1.2002 -0.2260 0.9510
14 H 1.5722 2.3075 -0.4079
15 H 1.3409 -2.4911 -0.2328
16 H -1.6321 0.7486 -2.9240
17 H -1.6271 -1.0557 -2.9372
18 H -0.3702 -0.0509 -3.7791
19 H 1.6854 -1.2768 1.5494
20 H 0.1389 -2.0655 1.6881

Atom charges from the Mulliken analysis, given in e for atoms 1 to 5:
1. C 0.748
2. C -0.405
3. C -0.689
4. C -0.299
5. C -0.648

---

Values for strongest force on any atom, eV/A, ordered as above
1.7 1.9 14.5 6.2 4.3
Values for calculated total energy, Eh, ordered as above
-2535.484293 -360.392086 -766.727780 -3209.230810 -419.563776